This record from OMol25 describes C24H27N5O2S as an isolated structure. The level of theory is ωB97M-V with the def2-TZVPD basis set.

Calculated values
HOMO energy (hartree): -0.313
Frontier orbital gap (eV): 8.02
E_LUMO (eV): -0.515

```
! RIJCOSX wB97M-V def2-TZVPD def2/J DEFGRID3
* xyz 0 1
C 2.87611 4.69475 0.94347
C 3.11337 3.37064 0.12465
C 2.05282 2.91739 -0.90805
H 2.01296 3.88145 -1.61473
C 2.47574 1.93513 -1.82478
N 2.66388 0.72178 -0.73485
N 1.54540 0.36326 -0.06489
C 1.53147 -0.83726 0.44871
C 2.74936 -1.57263 0.81307
C 2.66763 -2.62156 1.74115
C 4.00575 -3.46523 2.07098
C 5.23362 -2.91415 1.37108
C 5.03824 -1.58999 0.46841
C 3.87195 -1.19267 0.35880
C 3.91291 0.05587 -0.71300
O 4.91424 0.54141 -1.01223
H 5.90320 -1.22910 0.16792
H 6.03485 -3.27851 1.74688
H 3.86056 -4.26915 2.62238
H 1.81509 -3.03965 2.32653
C 0.19329 -1.16348 1.00449
O -0.05991 -2.35331 1.64811
N -0.69915 -0.24763 1.16766
H -0.40049 0.71966 0.86904
C -2.01464 -0.45518 1.33960
C -2.99220 -1.01050 0.49517
N -3.89195 -0.27610 -0.26848
C -4.27688 -1.64837 -1.06623
C -5.20543 -1.43700 -1.91837
C -5.53682 -2.65775 -2.62364
C -4.74700 -3.96248 -2.40827
C -3.75301 -3.83094 -1.50896
C -3.58733 -2.70377 -0.70928
N -2.71172 -2.16811 0.24625
H -1.96633 -2.77010 0.72552
H -3.24736 -4.95354 -1.09075
H -4.98060 -4.78389 -3.07708
H -6.27176 -2.74385 -3.19627
H -5.78329 -0.64089 -2.25710
H -1.93498 -1.04445 2.55296
C -2.76788 1.14014 2.15859
C -2.82324 2.05811 1.17634
H -3.31325 3.03675 1.38734
H -3.58438 1.79308 0.19163
S -1.31394 2.62522 -0.02093
C -1.87263 1.93019 -1.63891
H -1.96658 0.92477 -1.46332
H -0.98999 2.22022 -2.18636
H -2.56986 2.25748 -2.15888
H -3.45707 0.85737 2.61445
H -1.94812 1.44766 2.68788
H 1.72213 1.51986 -2.43465
H 3.32275 1.77441 -2.28414
H 1.12802 2.98173 -0.27425
H 3.20120 2.64009 0.97865
H 4.17216 3.39087 -0.14598
H 2.90995 5.58492 0.08681
H 2.04749 4.64427 1.43704
H 3.69167 4.83274 1.63281
*
```

Atom charges from the natural (NBO) analysis, given in e for atoms 1 to 5:
1 C -0.558
2 C -0.402
3 C -0.451
4 H 0.200
5 C -0.170

This record from OMol25 describes a 13-piece molecular cluster, C23H34Br2Cl26NO3 overall. The level of theory is ωB97M-V with the def2-TZVPD basis set.

Calculated values
HOMO energy (hartree): -0.175
Frontier orbital gap (eV): 6.15
E_LUMO (eV): 1.392

```
! RIJCOSX wB97M-V def2-TZVPD def2/J DEFGRID3
* xyz -1 1
O -1.07872 -5.10561 5.57103
C -1.19587 -5.12687 4.38193
C -0.08729 -5.71855 3.46893
N 0.82941 -4.68424 2.98297
Br 2.14521 -5.68708 2.01885
C 0.16023 -3.74048 1.98499
Br 1.23764 -3.61722 0.32622
C 0.18562 -2.30821 2.62872
O 0.62846 -1.36180 1.94190
O -0.20898 -2.18198 3.79968
C -2.45824 -4.61948 3.69642
C -3.07163 -5.45429 2.77785
C -4.20406 -4.99053 2.13372
C -4.66569 -3.72160 2.42672
C -4.04827 -2.90764 3.34643
C -2.91175 -3.35937 4.00231
H -0.49787 -6.38116 2.69627
H 0.49657 -6.35941 4.13432
H -0.82851 -4.05952 1.65681
H -2.69523 -6.43714 2.52811
H -4.72408 -5.60557 1.41026
H -5.53304 -3.31852 1.91345
H -4.38239 -1.90229 3.56866
H -2.37316 -2.75482 4.71750
C -1.64281 1.25194 0.78906
Cl -1.95957 1.94054 2.38232
Cl -3.11341 1.20222 -0.20568
H -0.93062 1.88272 0.29561
H -1.24683 0.24314 0.90001
C -3.53802 3.79036 4.87942
Cl -4.25228 3.15535 6.36499
Cl -2.62267 5.27605 5.18841
H -2.86692 3.04795 4.46507
H -4.33073 4.01245 4.17466
C -4.31656 -0.37186 -3.46855
Cl -5.32889 0.44144 -2.26770
Cl -4.36813 -2.12590 -3.30469
H -4.66992 -0.10395 -4.45748
H -3.29354 -0.03951 -3.33412
C 3.90130 -5.17188 -2.41437
Cl 3.08834 -6.23694 -3.57653
Cl 3.08297 -5.16886 -0.84023
H 4.92421 -5.51120 -2.28916
H 3.89067 -4.16220 -2.80483
C 1.59344 -0.01246 -1.62699
Cl 0.44344 -1.33854 -1.67495
Cl 0.81943 1.54088 -2.00045
H 1.99787 0.03880 -0.61872
H 2.39721 -0.18928 -2.34071
C 4.05447 1.82763 -4.18612
Cl 4.29527 0.80694 -2.76613
Cl 5.56743 2.56308 -4.74404
H 3.65391 1.21038 -4.97622
H 3.35545 2.61752 -3.93693
C 1.63959 3.79985 1.88122
Cl 0.35578 3.98919 3.11399
Cl 1.68982 2.21801 1.09108
H 1.49011 4.52971 1.09265
H 2.59316 3.94713 2.37585
C 5.15979 0.99930 -8.51769
Cl 3.90178 1.51949 -7.39215
Cl 5.14268 -0.74985 -8.77657
H 5.00036 1.49248 -9.46912
H 6.12440 1.27862 -8.10916
C -2.96679 7.15392 8.30942
Cl -4.26093 6.60589 9.38009
Cl -3.06317 8.89600 8.01415
H -2.01232 6.93262 8.77231
H -3.05393 6.63506 7.36592
C -5.71732 8.80572 5.19801
Cl -4.68588 7.37622 5.30821
Cl -7.34899 8.39830 4.64547
H -5.78520 9.26222 6.17912
H -5.27484 9.50016 4.49354
C 1.95177 -2.26006 -7.56149
Cl 1.40336 -1.17404 -6.28210
Cl 0.61406 -2.77808 -8.59778
H 2.68092 -1.74050 -8.16877
H 2.40000 -3.13630 -7.10571
C 5.50479 -5.14233 -6.52855
Cl 5.12794 -4.05071 -5.19334
Cl 4.04154 -5.68640 -7.35917
H 6.13323 -4.61867 -7.23916
H 6.02572 -6.00728 -6.13490
C 3.27745 5.91037 -1.37805
Cl 2.04901 6.27024 -0.15811
Cl 3.22509 4.17334 -1.68524
H 3.07071 6.47626 -2.27888
H 4.26348 6.16070 -1.00402
*
```

Atom charges from the Mulliken analysis, given in e for atoms 1 to 5:
1 O -0.585
2 C 0.245
3 C -0.672
4 N -0.388
5 Br -0.161

This record from OMol25 describes a single C4H6F5NO2S molecule. The level of theory is ωB97M-V with the def2-TZVPD basis set.

Calculated values
HOMO energy (hartree): -0.389
Frontier orbital gap (eV): 11.01
E_LUMO (eV): 0.424
Structure (SMILES): C[S@@](=N)(=O)OC(F)(F)[C@H](F)C(F)F

```
! RIJCOSX wB97M-V def2-TZVPD def2/J DEFGRID3
* xyz 0 1
C -2.94923 -0.54060 -0.77502
S -1.93637 -0.03290 0.54956
N -2.43818 1.28618 1.06369
O -1.70262 -1.08439 1.49476
O -0.55025 0.21545 -0.51442
C 0.64618 0.57012 -0.12787
F 1.01221 1.72031 -0.78917
F 0.72088 0.83723 1.22055
C 1.83568 -0.40674 -0.45417
F 1.45206 -1.64253 0.08447
C 3.20867 0.01959 0.14099
F 4.07777 -0.98222 -0.06141
F 3.67398 1.18741 -0.41655
H -2.30305 -0.47716 -1.64266
H -3.10309 -1.63002 -0.54390
H -3.97185 -0.08974 -1.05928
H -2.38931 1.43748 2.13367
H 1.75516 -0.68260 -1.55643
H 2.96136 0.29513 1.25320
*
```

Atom charges from the natural (NBO) analysis, given in e for atoms 1 to 5:
1 C -0.903
2 S 2.195
3 N -1.130
4 O -0.883
5 O -0.723

This record from OMol25 describes a single C20H21N3O4 molecule. The level of theory is ωB97M-V with the def2-TZVPD basis set.

Calculated values
HOMO energy (hartree): -0.281
Frontier orbital gap (eV): 8.06
E_LUMO (eV): 0.424
Structure (SMILES): O=C(N/N=C/c1ccc(N2CCOCC2)cc1)[C@H]1COc2ccccc2O1

```
! RIJCOSX wB97M-V def2-TZVPD def2/J DEFGRID3
* xyz 0 1
O -5.01444 -2.48970 0.12281
C -3.88620 -2.03858 0.05546
N -2.82425 -2.82890 0.33609
N -1.47726 -2.62608 0.36190
C -0.89388 -1.90979 -0.51738
C 0.51743 -1.63648 -0.43279
C 1.13330 -0.81339 -1.37673
C 2.47192 -0.50343 -1.29182
C 3.26888 -1.00688 -0.25286
N 4.62289 -0.76327 -0.16964
C 5.33631 -0.04410 -1.20479
C 5.38740 1.45499 -0.88322
O 6.00214 1.66659 0.36915
C 5.32674 0.97280 1.39317
C 5.26667 -0.53689 1.10977
C 2.64497 -1.84927 0.68516
C 1.30923 -2.15071 0.60033
C -3.65308 -0.56624 -0.29674
C -4.89110 0.26665 0.05518
O -4.72110 1.59497 -0.38151
C -3.48465 2.11358 -0.10129
C -3.29090 3.48368 -0.23207
C -2.06213 4.04401 0.05812
C -1.01449 3.24489 0.48877
C -1.18868 1.87938 0.60502
C -2.41785 1.30830 0.30460
O -2.53794 -0.05732 0.40220
H -3.08104 -3.72034 0.75094
H -1.41407 -1.46180 -1.36692
H 0.54617 -0.39339 -2.18148
H 2.89027 0.15644 -2.03539
H 6.36206 -0.43019 -1.21864
H 4.88943 -0.22710 -2.17997
H 4.36711 1.86908 -0.87383
H 5.99173 1.99486 -1.61376
H 5.88066 1.17354 2.31146
H 4.29949 1.35874 1.49482
H 4.72928 -1.03138 1.91501
H 6.28473 -0.93739 1.06003
H 3.22646 -2.29141 1.47926
H 0.84490 -2.79733 1.32739
H -3.49316 -0.48024 -1.38658
H -5.77813 -0.12744 -0.44047
H -5.03695 0.23508 1.14300
H -4.12309 4.08666 -0.55826
H -1.92428 5.10918 -0.04556
H -0.05761 3.68400 0.72525
H -0.38883 1.22736 0.92009
*
```

Atom charges from the natural (NBO) analysis, given in e for atoms 1 to 5:
1 O -0.607
2 C 0.638
3 N -0.439
4 N -0.263
5 C 0.111

This record from OMol25 describes a 11-piece molecular cluster, C32H72N2O20P overall. The level of theory is ωB97M-V with the def2-TZVPD basis set.

Calculated values
HOMO energy (hartree): -0.145
Frontier orbital gap (eV): 6.01
E_LUMO (eV): 2.068

```
! RIJCOSX wB97M-V def2-TZVPD def2/J DEFGRID3
* xyz -1 1
N -1.81800 -0.63939 -2.71464
H -1.47300 -1.47239 -2.38364
H -2.08500 -0.26739 -1.73164
H -2.42700 -0.74639 -3.40964
H -0.84400 -0.39939 -2.94164
N -0.18700 3.36461 0.41936
H -0.17300 4.31561 0.81736
H -0.14500 3.62561 -0.59364
H -1.00400 3.01761 0.44336
H 0.60500 2.86161 0.92036
P 0.14100 0.30961 -0.38864
O 0.27200 1.18961 -1.56564
O 1.24500 0.77661 0.72236
O 0.22500 -1.14439 -0.78864
O -1.20400 0.54961 0.17236
O -5.26900 1.66661 -2.99564
C -6.10900 1.40361 -2.09864
O -5.86400 0.88761 -0.90064
C -4.62600 0.19461 -0.62364
C -4.61900 -0.39239 0.72536
C -7.55000 1.94061 -2.21864
H -3.91900 1.05261 -0.69164
H -4.17600 -0.61839 -1.33664
H -4.79400 0.56361 1.43136
H -3.74200 -0.72739 1.13436
H -5.28300 -1.27339 0.92636
H -8.30600 1.29161 -1.62664
H -7.60800 1.70561 -3.24964
H -7.38600 2.96061 -2.06464
O -1.03100 -3.29439 4.33336
C -0.09800 -2.53939 3.88336
O 1.17600 -2.64839 4.28836
C 1.59600 -3.41639 5.33436
C 3.06400 -3.10039 5.64136
C -0.42700 -1.38439 3.03336
H 1.80100 -4.57539 5.16036
H 1.34600 -3.32439 6.26836
H 3.43700 -3.50139 6.70936
H 3.16300 -1.96339 5.52936
H 3.77100 -3.68439 5.00736
H -0.92400 -1.64039 2.13036
H 0.26200 -0.61139 2.67136
H -1.12400 -0.84639 3.62936
O 4.22400 -4.26239 0.31936
C 3.79100 -3.10839 0.50636
O 4.57300 -2.11539 0.13136
C 3.98100 -0.83039 0.26736
C 5.03500 0.05161 -0.54064
C 2.43400 -2.78139 1.30136
H 3.84500 -0.54139 1.28836
H 2.94600 -0.61339 -0.03364
H 5.15800 -0.29339 -1.71964
H 6.09600 0.28061 -0.23164
H 4.66700 0.88861 -0.52764
H 1.66900 -2.45939 0.53736
H 2.32000 -1.97339 1.80936
H 2.12100 -3.63339 1.82436
O 3.43600 0.61161 -5.80464
C 3.36000 0.16961 -4.70364
O 4.28000 -0.73539 -4.24764
C 5.40600 -1.16739 -4.99364
C 6.33800 -1.98839 -4.12964
C 2.23300 0.33261 -3.73764
H 5.78200 -0.19939 -5.38064
H 5.04900 -1.71939 -5.85464
H 6.98000 -2.35139 -4.91364
H 6.04200 -2.89239 -3.85164
H 6.76900 -1.22139 -3.29564
H 2.16000 0.01061 -2.64064
H 1.24800 -0.05539 -4.23464
H 2.23200 1.30061 -3.60464
O -3.25500 -5.17539 -0.40464
C -2.81300 -4.09839 -0.77464
O -3.31000 -3.34039 -1.79764
C -4.25800 -3.98139 -2.67064
C -4.60400 -2.99339 -3.78764
C -1.75100 -3.38239 0.09536
H -5.04300 -4.14839 -2.03564
H -3.92800 -4.83239 -3.00764
H -5.52700 -3.18039 -4.04264
H -3.77200 -2.67939 -4.19464
H -4.86600 -1.94339 -3.23864
H -1.77800 -2.30139 0.33936
H -0.84700 -3.23139 -0.15864
H -1.72700 -3.89039 1.00036
O -1.84700 0.87661 -5.44864
C -0.80400 0.86461 -6.00264
O -0.01200 1.95561 -5.83964
C -0.15900 2.85661 -4.82164
C 0.89800 3.94561 -5.02564
C -0.18400 -0.16439 -6.81764
H -0.14600 2.48261 -3.86964
H -1.19600 3.24961 -4.99864
H 1.96000 3.44861 -4.83864
H 0.57400 4.74561 -4.31364
H 0.62900 4.58561 -5.93864
H -0.72200 -0.17139 -7.71264
H -0.49100 -0.91039 -6.28364
H 1.01300 0.03461 -6.93064
O -2.63900 4.08261 2.52336
C -3.20300 3.06561 3.12436
O -4.19000 3.24661 3.93736
C -4.72700 4.53961 4.33236
C -5.69500 4.35361 5.50736
C -2.83900 1.65361 2.79636
H -5.12700 5.24261 3.51536
H -3.90200 5.28161 4.68336
H -5.24700 3.63561 6.38736
H -6.59800 3.65961 5.45636
H -5.92900 5.29261 6.04136
H -3.36900 0.86661 3.19136
H -1.84500 1.31061 3.12036
H -2.80700 1.73961 1.50536
O 3.06400 2.57861 5.38936
C 3.26700 1.50961 4.76936
O 4.38700 0.95461 4.82636
C 5.62600 1.63061 5.37436
C 6.78100 0.73261 5.03736
C 2.22700 0.72361 4.00636
H 5.67500 1.98661 6.32836
H 5.65900 2.55161 4.96236
H 7.67800 1.16161 5.11836
H 6.84600 0.36461 4.15336
H 6.99800 -0.29039 5.54236
H 1.39900 0.10861 4.64236
H 2.88700 -0.01139 3.36936
H 1.52500 1.23861 3.33036
*
```

Atom charges from the Mulliken analysis, given in e for atoms 1 to 5:
1 N 0.493
2 H 0.417
3 H -0.420
4 H 0.450
5 H -0.277